Version w
A molecular structure, C4H13N3O. Source: the Open Molecules 2025 dataset; level of theory: wB97M-V/def2-TZVPD.

Calculated values
* LUMO level: 0.93 eV

Last column: Mulliken charge in e.
Positions of all 21 atoms, in Å:
H -1.6653 -0.3090 2.1091  0.30
H 0.6472 2.5300 0.4514  0.27
H 2.7939 -0.0231 -1.9536  0.34
N -0.0524 2.1635 -0.1782  -0.45
H -0.5668 1.0456 -2.7108  0.35
H -1.3292 -2.0325 0.3282  0.29
H -1.0063 2.2796 0.1293  0.23
C -0.2516 -1.8866 0.5054  -1.10
H -0.4654 -0.5914 -2.0433  0.29
N 0.0525 -0.5235 0.8925  -0.13
H -0.2046 -0.7609 2.9906  0.30
O 1.9397 -0.3504 -1.6523  -0.42
C -0.5725 -0.1633 2.1420  -1.10
N 1.5799 0.6180 -0.6379  -0.65
C 0.2628 0.9679 -0.7642  0.82
H -0.3852 0.8900 2.3684  0.31
H 0.0529 -2.6150 1.2731  0.36
H -1.6988 0.5168 -1.4422  0.31
H 0.2895 -2.1314 -0.4103  0.28
H 1.2513 -0.0703 0.4058  0.50
C -0.6718 0.4459 -1.8030  -1.13

***

Version x
2 unconnected molecules or ions with the total composition C4H13N3O. Source: the Open Molecules 2025 dataset; level of theory: wB97M-V/def2-TZVPD.

Calculated values
* structure (SMILES): [H]/N=C(\N)NCCC.O
* LUMO level: 0.80 eV

Last column: Mulliken charge in e.
Positions of all 21 atoms, in Å:
N 0.1462 -0.7317 -0.3529  -0.34
H -1.0148 -3.1184 2.0713  0.29
H -2.7203 0.4646 -0.8205  0.15
H 2.9960 2.0336 0.0471  0.30
H 1.0554 -0.8920 1.3466  0.27
H 1.2665 1.9819 1.7058  0.33
H -0.6090 0.1497 1.5261  0.29
H -2.2163 -0.4796 -2.5342  0.21
C -1.0766 -0.4377 -1.0077  0.54
C 0.9612 1.3914 0.6692  -0.43
N -1.4486 -1.0620 -2.2223  -0.46
N -1.8292 0.5035 -0.4042  -0.67
H 1.6880 2.3421 -1.3579  0.23
H 0.9855 -0.6484 -1.0688  0.26
C 2.0611 1.6771 -0.4396  -0.95
C 0.3495 -0.1058 0.9557  -0.47
H -1.5928 -1.8988 2.8658  0.31
H -0.7427 -1.5546 -2.7226  0.23
O -0.8006 -2.2554 2.4041  -0.61
H 0.0161 1.9067 0.3868  0.28
H 2.5251 0.7340 -1.0478  0.24

***

Version y
2 unconnected molecules or ions with the total composition C4H13N3O. Source: the Open Molecules 2025 dataset; level of theory: wB97M-V/def2-TZVPD.

Calculated values
* LUMO level: 0.40 eV

Last column: Mulliken charge in e.
Positions of all 21 atoms, in Å:
H -1.1233 -0.2435 -1.5479  0.23
C -1.4837 1.0966 -0.0868  -0.22
C 1.8580 -1.0058 0.6475  -0.13
H 2.5675 -0.1951 0.6247  0.32
C 1.7803 -1.8992 -0.5382  -0.89
C -0.0846 0.8098 0.5396  0.18
H 0.1487 1.6351 1.2468  0.25
H 2.5406 -2.6861 -0.4279  0.36
N -1.4865 2.3197 -0.8926  -0.71
H -0.6488 2.3141 -1.4709  0.28
H 0.8133 -2.4021 -0.5962  0.27
H -2.2205 1.2287 0.7123  0.41
H 1.8275 -1.5183 1.5991  0.26
H -0.7680 -1.0937 0.9034  0.26
N -0.1243 -0.4365 1.3460  -0.51
H -1.4256 3.1392 -0.2952  0.27
H -0.3802 -0.3181 2.3250  0.29
N -1.8533 -0.0827 -0.8586  -0.67
H -2.7186 0.0924 -1.3559  0.27
H 1.9402 -1.3534 -1.4627  0.26
O 0.8416 0.5987 -0.4114  -0.76

***

Version z
2 unconnected molecules or ions with the total composition C4H13N3O. Source: the Open Molecules 2025 dataset; level of theory: wB97M-V/def2-TZVPD.

Calculated values
* structure (SMILES): [H]/N=C(\N)NC.CCO
* LUMO level: 0.85 eV

Last column: Mulliken charge in e.
Positions of all 21 atoms, in Å:
H 1.8737 -2.1341 -0.0446  0.19
C -0.7163 -0.5037 1.7945  -0.41
C -1.9072 -0.9185 0.9434  -0.90
H -0.4631 -0.4531 -1.8201  0.30
H -0.4047 1.2198 0.8410  0.25
H -1.5534 -1.4404 0.0591  0.19
N 1.0075 -1.6543 -0.2644  -0.73
H 2.3892 1.2315 -0.6800  0.15
H -2.4814 -0.0458 0.6311  0.27
H 3.1569 -0.2301 -0.2577  0.22
H -2.5504 -1.5791 1.5218  0.38
H -0.7763 1.7953 -2.4930  0.37
C -0.1793 1.5447 -1.6107  -0.83
C 1.1502 -0.4018 -0.4311  0.66
H -1.0449 -0.0606 2.7442  0.34
H -0.0810 -1.3663 1.9922  0.35
N 2.3112 0.3241 -0.2429  -0.39
H -0.8135 1.7870 -0.6746  0.18
O 0.1448 0.4398 1.1458  -0.46
H 0.6521 2.2416 -1.5173  0.24
N 0.2859 0.2039 -1.6368  -0.38

***

Which of them is the most stable? Correct choice: version z.

***

Version w
2 unconnected molecules or ions with the total composition C4H13N3O. Source: the Open Molecules 2025 dataset; level of theory: wB97M-V/def2-TZVPD.

Calculated values
* structure (SMILES): CC=C(N)N.CNO
* LUMO level: 0.86 eV

Last column: Mulliken charge in e.
Positions of all 21 atoms, in Å:
H 1.2709 1.5189 0.9440  0.15
H -0.0948 -0.7908 -2.2143  0.20
H -0.8719 0.5531 2.1284  0.20
H -1.7680 -0.9565 2.2288  0.36
H 2.5713 -1.7229 -0.1721  0.31
C 2.0682 1.1569 0.2947  -0.58
N -2.2395 0.4193 -2.0068  -0.57
H -2.9136 0.3897 0.4959  0.20
N -0.1596 -0.3642 -1.2999  -0.38
H -0.2423 -0.9012 1.3478  0.20
O 1.9927 -1.2593 0.4480  -0.42
H -2.1444 -0.1350 -2.8470  0.21
H 2.7628 -0.0339 1.7910  0.27
H 2.8250 1.9369 0.1629  0.32
C -1.9133 0.0086 0.3318  -0.36
H -3.2079 0.5687 -1.7665  0.23
H 1.5833 0.9148 -0.6767  0.28
N 2.7459 -0.0238 0.7729  -0.32
C -1.1491 -0.3451 1.5702  -1.02
C -1.4622 -0.0282 -0.9277  0.61
H 0.3465 -0.9061 -0.6055  0.13

***

Version x
2 unconnected molecules or ions with the total composition C4H13N3O. Source: the Open Molecules 2025 dataset; level of theory: wB97M-V/def2-TZVPD.

Calculated values
* LUMO level: 0.84 eV

Last column: Mulliken charge in e.
Positions of all 21 atoms, in Å:
H 3.6887 -0.6888 -0.0212  0.33
H 0.6569 0.0342 0.5764  0.35
C 2.8525 0.0093 0.0461  -0.82
H -2.1038 1.1958 1.2878  0.40
H 1.8541 -1.0088 1.5716  0.30
H 0.2673 1.7141 -1.3804  0.22
C -1.0803 -1.0114 -0.1337  0.23
N 0.0168 0.7328 -1.4011  -0.50
C -1.7349 1.4117 0.2823  -1.72
N 1.6697 -0.6269 0.6490  -0.38
C -0.7267 0.3811 -0.1873  0.45
H 2.5615 0.3403 -0.9474  0.29
H -2.9853 -0.7655 0.6570  0.20
H -2.6087 1.4987 -0.3843  0.31
H -1.2777 2.4046 0.3197  0.37
H 1.2522 -1.3835 0.0532  0.42
H 3.1508 0.8728 0.6414  0.32
N -2.1914 -1.3841 0.6193  -0.43
H -0.5258 0.5766 -2.2477  0.20
H -2.4050 -2.3671 0.5495  0.28
O -0.3307 -1.9357 -0.5506  -0.82

***

Which of them is the most stable? Correct choice: version x.

***

Version w
2 unconnected molecules or ions with the total composition C2H9NO. Source: the Open Molecules 2025 dataset; level of theory: wB97M-V/def2-TZVPD.

Calculated values
* structure (SMILES): CCN.O
* LUMO level: 0.95 eV

Last column: Mulliken charge in e.
Positions of all 13 atoms, in Å:
H -2.3075 -0.5209 0.6530  0.37
C -1.3696 -0.1912 0.1970  -0.28
H -0.3901 -2.0277 0.5697  0.21
H -0.0333 -0.8007 1.8065  0.19
H 1.5404 -0.0213 -0.6981  0.32
H -0.4176 1.5019 -0.6283  0.28
N -0.2369 -1.0266 0.8183  -0.53
H -0.6384 1.7112 1.0371  0.27
H -1.4590 -0.4676 -0.9274  0.22
C -1.1356 1.2281 0.1259  -1.03
O 2.4625 -0.1191 -1.0528  -0.68
H -2.0240 1.7485 -0.2518  0.33
H 2.7190 0.7939 -0.8034  0.31

***

Version x
A molecular structure, C2H9NO. Source: the Open Molecules 2025 dataset; level of theory: wB97M-V/def2-TZVPD.

Calculated values
* LUMO level: 0.98 eV

Last column: Mulliken charge in e.
Positions of all 13 atoms, in Å:
C 0.2365 0.1073 -0.2717  -0.20
H -1.8978 -0.4347 2.0436  0.28
H 0.4520 -0.2766 1.8520  0.26
H 4.0996 -0.1823 -5.1073  0.02
H -1.5850 1.0756 1.5496  0.28
H 0.0663 -1.8224 0.8452  0.29
H 0.5147 1.2457 -0.4197  0.20
H 0.6983 -0.4420 -1.1627  0.19
N -2.0578 0.5396 2.2224  -0.73
C -0.0863 -0.7139 0.9039  -0.42
O -1.1161 -0.2255 0.0523  -0.38
H -3.0533 0.7287 2.2303  0.22
H 3.7291 0.4005 -4.7380  -0.02

***

Version y
2 unconnected molecules or ions with the total composition C2H9NO. Source: the Open Molecules 2025 dataset; level of theory: wB97M-V/def2-TZVPD.

Calculated values
* structure (SMILES): CN.CO
* LUMO level: 0.51 eV

Last column: Mulliken charge in e.
Positions of all 13 atoms, in Å:
H 2.3815 1.3460 0.4546  0.28
H -2.1820 1.3958 0.3488  0.24
C 2.1456 0.6055 -0.2172  -0.48
H -3.5335 0.2048 0.0361  0.31
H -2.0361 -1.3021 -0.7638  0.23
H 1.1025 0.9686 -0.4937  0.15
O 2.1906 -0.6181 0.3349  -0.50
H -0.6966 -0.3122 -0.2439  0.12
H 2.6763 0.4919 -1.1470  0.25
H -2.3756 -0.1173 1.3520  0.26
H 1.1597 -0.9009 0.7899  0.33
N -1.6817 -0.3493 -0.5770  -0.51
C -2.5205 0.3304 0.3884  -0.66

***

Version z
2 unconnected molecules or ions with the total composition C2H9NO. Source: the Open Molecules 2025 dataset; level of theory: wB97M-V/def2-TZVPD.

Calculated values
* structure (SMILES): CCN.O
* LUMO level: 0.95 eV

Last column: Mulliken charge in e.
Positions of all 13 atoms, in Å:
H 1.6922 -0.3225 -0.8935  0.20
H -2.1053 -0.5064 -0.6926  0.29
H -0.7401 -1.2891 -1.5486  0.29
O 0.5307 -0.1275 2.8152  -0.69
C -0.1947 0.5753 -0.8230  -0.33
H -0.1655 1.0296 -1.8320  0.32
C -1.0165 -0.6813 -0.6707  -0.92
H -0.5607 1.3458 -0.1174  0.27
H -0.3346 -0.5954 2.7901  0.32
N 1.2087 0.4571 -0.4340  -0.57
H 1.7150 1.3066 -0.7072  0.22
H 0.7405 0.0568 1.8717  0.35
H -0.7696 -1.2490 0.2421  0.25

***

Which of them is the most stable? Correct choice: version z.